Record 1
Density functional theory data (ωB97M-V with the def2-TZVPD basis set) for a cluster of 5 separate species, C2H16N2O4 in total.

Values from the calculation:
Multiplicity: 1
M (g/mol): 132.160
E_HOMO (hartree): -0.3467
LUMO (eV): 0.42
E (a.u.): -496.2137
Charge: 0
Gap between HOMO and LUMO (eV): 9.86

Each line ends with the natural charge from an NBO analysis.
Geometry (Å):
N (1.947, 1.446, 0.397)  -0.868
C (2.132, 0.044, 0.782)  -0.235
C (1.139, -0.840, 0.180)  -0.252
N (1.719, -1.097, -1.152)  -0.875
H (2.132, 1.493, -0.616)  0.382
H (2.598, 2.069, 0.872)  0.372
H (1.900, -0.023, 1.899)  0.181
H (3.188, -0.374, 0.791)  0.186
H (0.812, -1.818, 0.620)  0.196
H (0.126, -0.353, 0.039)  0.197
H (1.099, -1.621, -1.818)  0.380
H (2.645, -1.543, -1.054)  0.357
O (-1.828, 0.776, -0.993)  -0.971
H (-1.449, 1.020, -0.148)  0.492
H (-1.258, 1.490, -1.319)  0.482
O (-2.815, -1.469, -1.989)  -0.984
H (-2.457, -0.521, -1.780)  0.489
H (-2.661, -1.859, -1.169)  0.462
O (-2.652, -1.035, 0.927)  -0.955
H (-1.955, -0.440, 0.610)  0.470
H (-3.514, -0.609, 0.771)  0.485
O (-0.628, 1.797, 1.199)  -0.972
H (-0.472, 1.283, 1.940)  0.473
H (0.254, 2.184, 1.011)  0.509

---

Record 2
Density functional theory data (ωB97M-V with the def2-TZVPD basis set) for a structure of composition C2H16Ni3O14.

Values from the calculation:
Multiplicity: 7
M (g/mol): 440.215
E_HOMO (spin up / spin down) (hartree): -0.5333 / -0.5376
LUMO (spin up / spin down) (eV): -7.73 / -10.02
E (a.u.): -5663.5539
Charge: +2
Gap between HOMO and LUMO (spin up / spin down) (eV): 6.78 / 4.61

Each line ends with the natural charge from an NBO analysis.
Geometry (Å):
Ni (-28.180, -18.889, -6.449)  1.666
Ni (-29.143, -22.628, -10.787)  1.570
Ni (-28.715, -19.332, -12.164)  1.625
C (-29.684, -22.120, -13.170)  0.931
O (-29.482, -23.317, -12.702)  -0.822
O (-30.160, -21.774, -14.219)  -0.615
O (-29.189, -21.207, -12.272)  -1.050
C (-28.197, -20.126, -9.273)  1.026
O (-28.161, -19.296, -10.253)  -0.868
O (-27.724, -19.719, -8.108)  -0.954
O (-28.649, -21.294, -9.424)  -0.839
O (-26.681, -16.812, -9.695)  -0.961
H (-26.187, -16.909, -10.511)  0.475
H (-27.005, -17.703, -9.506)  0.488
O (-27.193, -23.158, -11.252)  -0.980
H (-27.143, -23.125, -12.221)  0.529
H (-26.293, -23.051, -10.929)  0.507
O (-24.923, -19.494, -8.395)  -0.947
H (-25.880, -19.571, -8.278)  0.466
H (-24.755, -19.602, -9.335)  0.469
O (-28.857, -20.527, -5.538)  -1.014
H (-29.482, -21.244, -5.725)  0.556
H (-28.508, -20.702, -4.649)  0.537
O (-30.625, -18.840, -11.623)  -0.984
H (-31.134, -19.618, -11.360)  0.522
H (-31.268, -18.146, -11.812)  0.528
O (-27.081, -23.693, -8.149)  -0.925
H (-26.342, -23.708, -8.764)  0.465
H (-27.159, -22.772, -7.879)  0.465
O (-27.199, -17.168, -6.848)  -1.031
H (-26.969, -16.717, -7.689)  0.570
H (-26.778, -16.649, -6.147)  0.536
O (-28.300, -17.238, -12.242)  -0.975
H (-28.623, -16.514, -12.797)  0.533
H (-27.346, -17.111, -12.194)  0.503